C5H6O2 in the gas phase in a non-equilibrium geometry, computed with ωB97M-V with the def2-TZVPD basis set.

**E_tot**: -9372.7221 eV
**Net charge**: 0
**Multiplicity**: 3
**Highest occupied orbital energy (spin up / spin down)**: -5.27 / -9.99 eV
**ΔE to the lowest compared entry with this formula, charge and spin**: 0.000 eV

Bonds (Å) are listed after each position.
Geometry (Å):
1 C 1.234 -0.417 -1.831  C3 1.310, O6 1.164
2 C -0.239 0.026 1.564  C4 1.334, O7 1.357, H8 1.081
3 C 1.024 -0.321 -0.542  C1 1.310, C4 1.488, H9 1.087
4 C -0.185 0.072 0.233  C2 1.334, C3 1.488, C5 1.500
5 C -1.356 0.531 -0.584  C4 1.500, H11 1.089, H12 1.088, H13 1.090
6 O 1.470 -0.531 -2.965  C1 1.164
7 O 0.718 -0.379 2.437  C2 1.357, H10 0.965
8 H -1.129 0.349 2.086  C2 1.081
9 H 1.915 -0.561 0.033  C3 1.087
10 H 1.494 -0.708 1.967  O7 0.965
11 H -1.070 1.384 -1.198  C5 1.089
12 H -2.189 0.820 0.052  C5 1.088
13 H -1.687 -0.264 -1.251  C5 1.090